Entry from the OMol25 dataset: C15H25N3O2 in the gas phase (ωB97M-V with the def2-TZVPD basis set).

Atoms and positions in Å:
H1 -1.799 -0.654 -0.549
H2 2.132 4.255 1.372
H3 -6.277 0.194 -1.494
H4 0.597 0.391 1.635
C1 1.204 -1.219 -0.471
H5 3.770 1.564 1.846
H6 -0.766 -3.819 -1.789
H7 1.605 1.553 2.206
O1 1.724 1.794 -1.907
C2 -4.626 -1.159 1.277
H8 3.311 -1.202 0.406
C3 2.272 -0.795 0.607
H9 4.411 3.591 0.773
C4 -0.696 -2.846 -1.245
H10 1.648 5.653 -0.204
H11 -2.774 -3.353 -0.522
H12 -3.562 -0.320 -1.840
N1 -3.680 -1.040 0.267
C5 -5.578 -0.244 -0.761
C6 -4.162 -0.520 -0.930
H13 -1.495 -3.381 0.734
N2 1.159 1.193 1.359
H14 -1.757 -1.075 1.229
C7 2.226 0.796 0.379
H15 2.693 -0.872 -1.698
H16 -4.427 -1.526 2.298
H17 0.294 -0.608 -0.231
H18 3.952 3.120 -0.893
O2 2.361 5.078 -0.530
C8 2.319 3.901 0.313
H19 4.384 1.017 0.264
H20 -6.828 -0.585 1.122
C9 0.753 -2.703 -0.597
C10 -5.828 -0.674 0.642
N3 1.721 -0.520 -1.686
H21 1.385 3.344 0.027
C11 1.885 0.868 -1.174
H22 1.441 -3.282 -1.278
C12 -1.858 -2.804 -0.166
H23 2.081 -1.164 1.649
C13 3.537 1.590 0.745
H24 0.725 -3.268 0.367
H25 -0.861 -2.000 -1.966
C14 -2.235 -1.323 0.241
C15 3.622 3.054 0.172

Cartesian forces (eV/Å) of the 2 atoms listed first:
H -0.462 -0.464 0.968
H 0.510 -0.576 -0.782

- SMILES = N[C@@]1(CCCO)C[C@H](CCCCn2cccc2)NC1=O
- relative energy (zero: lowest compared OMol25 entry of this formula, charge and spin) (kcal/mol) = 100.1
- total charge = 0
- E_LUMO (eV) = 0.578
- Kohn-Sham gap (eV) = 8.7

Atomic partial charges in e from the Löwdin method, atoms 1 to 8: atom 1 (H): 0.10, atom 2 (H): 0.12, atom 3 (H): 0.08, atom 4 (H): 0.06, atom 5 (C): -0.34, atom 6 (H): 0.12, atom 7 (H): 0.11, atom 8 (H): 0.08


Entry from the OMol25 dataset: C15H25NO4 in the gas phase (ωB97M-V with the def2-TZVPD basis set).

Atoms and positions in Å:
C1 -4.413 -0.096 -3.265
C2 0.497 -1.183 2.768
H1 3.701 -1.084 0.699
H2 2.959 2.237 -0.686
H3 1.165 -2.069 3.027
H4 0.998 -0.303 4.516
C3 -1.095 -0.706 -1.409
H5 2.001 1.251 0.046
C4 0.815 0.523 -2.395
H6 -5.308 0.088 -2.490
H7 0.660 0.308 1.654
H8 -0.764 -1.368 4.626
O1 -0.745 0.670 3.767
H9 -4.193 1.106 -3.599
H10 -1.974 0.759 5.361
H11 2.577 0.872 2.906
H12 2.957 -0.904 3.230
C5 2.748 -0.009 2.303
H13 -4.886 -0.778 -5.082
O2 -3.575 -0.437 -2.182
H14 4.670 -0.270 1.873
N1 1.403 -0.355 1.877
H15 2.746 -0.959 -1.262
H16 -0.332 -1.524 2.066
C6 3.813 -0.050 1.406
C7 -1.502 0.472 -3.305
H17 -4.360 -2.043 -3.882
H18 -1.909 1.810 4.386
C8 0.058 -0.705 4.023
O3 3.961 0.840 0.554
H19 -1.716 -1.016 -0.271
C9 2.839 1.249 -0.359
H20 -2.121 0.935 -4.226
C10 -4.308 -0.993 -4.337
O4 2.011 0.503 -2.436
C11 3.078 0.145 -1.711
C12 0.222 -0.287 -1.328
H21 -0.541 1.563 5.320
H22 0.150 1.324 -4.067
H23 3.868 0.533 -2.045
H24 0.704 -0.705 -0.464
C13 -0.152 0.669 -3.379
H25 -3.265 -1.127 -4.655
C14 -1.356 1.263 4.775
C15 -2.087 -0.150 -2.352

Cartesian forces (eV/Å) of the 2 atoms listed first:
C -0.636 6.768 4.727
C 2.141 -3.351 -3.910

- SMILES = CCOc1ccc(OCCOCCNCCOC)cc1
- relative energy (zero: lowest compared OMol25 entry of this formula, charge and spin) (kcal/mol) = 366.3
- total charge = 0
- E_LUMO (eV) = 0.808
- Kohn-Sham gap (eV) = 8.5

Atomic partial charges in e from the Löwdin method, atoms 1 to 8: atom 1 (C): -0.36, atom 2 (C): -0.27, atom 3 (H): 0.17, atom 4 (H): 0.11, atom 5 (H): 0.13, atom 6 (H): 0.13, atom 7 (C): -0.01, atom 8 (H): 0.00


Entry from the OMol25 dataset: a molecular structure, C15H26CaCl2F5O6 (ωB97M-V with the def2-TZVPD basis set).

Atoms and positions in Å:
Ca1 0.321 0.542 -0.072
H1 1.744 1.039 4.259
Cl1 -2.254 0.160 0.841
C1 0.982 -1.089 3.084
H2 -0.529 3.954 1.263
H3 1.873 -3.700 0.354
C2 -1.198 1.879 -2.795
O1 0.304 2.940 -1.236
H4 -1.540 -1.278 -2.990
H5 -0.100 -1.164 3.469
C3 0.682 -0.843 -3.101
H6 0.011 -3.234 -0.102
H7 -1.125 3.890 -2.415
C4 -1.014 3.033 -1.790
H8 0.810 -1.736 -3.723
H9 2.717 2.486 2.742
C5 1.791 -2.399 -1.445
O2 1.090 2.724 1.549
H10 0.455 5.018 -0.618
O3 1.063 -1.797 0.697
H11 0.889 -3.057 2.622
H12 0.957 4.804 1.627
H13 1.381 3.397 3.492
H14 -1.720 3.038 -0.956
H15 -2.202 1.957 -3.353
C6 0.795 4.012 -0.410
O4 1.069 0.239 2.457
F1 -0.233 -4.937 -2.267
C7 0.550 3.936 1.056
H16 0.012 1.337 3.856
F2 -1.774 -4.187 0.824
H17 -0.976 0.113 -4.065
H18 -3.052 2.340 0.350
Cl2 -2.981 2.322 2.662
H19 2.456 -2.317 2.279
C8 1.245 -2.909 -0.117
C9 -1.150 -3.802 -0.307
C10 1.566 2.541 2.871
H20 1.585 -3.181 -2.216
H21 1.739 -1.170 3.911
O5 -1.057 0.602 -2.114
F3 -0.406 -5.978 -0.372
F4 -2.038 -2.905 -0.890
H22 1.908 3.903 -0.585
C11 1.331 -2.143 2.115
H23 -0.428 1.948 -3.540
C12 -3.434 1.613 1.124
O6 1.104 -1.090 -1.732
H24 -4.438 1.177 1.061
C13 -0.828 -0.413 -3.129
C14 -1.004 -5.041 -1.175
H25 1.282 -0.051 -3.467
C15 1.061 1.305 3.435
H26 2.858 -2.250 -1.442
F5 -2.154 -5.575 -1.580

Cartesian forces (eV/Å) of the 2 atoms listed first:
Ca 0.937 -0.970 0.390
H -0.334 -0.024 -0.092

- relative energy (zero: lowest compared OMol25 entry of this formula, charge and spin) (kcal/mol) = 85.4
- total charge = +1
- E_LUMO (eV) = -2.833
- Kohn-Sham gap (eV) = 4.6

Atomic partial charges in e from the Löwdin method, atoms 1 to 8: atom 1 (Ca): 1.44, atom 2 (H): 0.14, atom 3 (Cl): 0.51, atom 4 (C): -0.18, atom 5 (H): 0.12, atom 6 (H): 0.14, atom 7 (C): -0.14, atom 8 (O): -0.20


| no. | E_tot (eV) | strongest force on any atom (eV/A) |
| --- | --- | --- |
| 1 | -24522.931 | 3.9 |
| 2 | -25624.019 | 14.6 |
| 3 | -85322.469 | 5.3 |